9
Properties=species:S:1:pos:R:3:forces:R:3:mulliken_charge:R:1 method="wB97M-V/def2-TZVPD" e_homo_ev=-9.1 fmax_ev_per_a=7.881
O -0.48723 -1.69468 -0.23917 0.132 0.161 -0.059 -0.4427
C -0.15983 -0.56107 -0.13963 -3.234 3.087 -0.301 0.5257
C 1.26765 -0.10871 0.17086 -0.002 -1.481 -3.369 -0.1348
F 1.59552 1.15031 -0.23450 -0.324 0.570 0.036 -0.2685
N -1.23661 0.66626 -0.28567 1.304 -7.135 -3.083 -0.5654
I -3.22282 0.19034 -0.24826 0.766 0.109 0.173 0.1261
H 1.87808 -0.83471 -0.50980 -0.628 1.001 1.961 0.2456
H 1.31852 -0.15623 1.21961 0.826 -0.487 1.406 0.2341
H -0.95328 1.34850 0.26656 1.160 4.173 3.236 0.2800

9
Properties=species:S:1:pos:R:3:forces:R:3:mulliken_charge:R:1 method="wB97M-V/def2-TZVPD" e_homo_ev=-10.1 fmax_ev_per_a=7.929
C 0.48868 0.69048 0.56164 1.338 1.782 1.806 -0.7896
C -0.15737 -0.54204 0.04813 5.762 -4.299 3.345 0.6542
N -0.29304 -0.33037 -1.37005 -1.283 1.426 3.162 -0.4914
O -0.11322 -1.61318 0.83298 -1.150 3.516 -3.618 -0.5670
H 0.52213 0.69805 1.67060 -0.578 -0.102 -0.542 0.3122
H 1.60628 0.68066 0.37213 -1.359 -0.031 -0.529 0.2371
H 0.02049 1.64556 0.20577 0.629 -0.978 0.143 0.2892
H -0.87955 -0.83846 -1.96300 -0.753 -2.358 -0.994 0.2420
H -1.19440 -0.39070 -0.35821 -2.604 1.045 -2.773 0.1135

138
Properties=species:S:1:pos:R:3:forces:R:3:mulliken_charge:R:1 method="wB97M-V/def2-TZVPD" e_homo_ev=-8.8 fmax_ev_per_a=6.229
O 17.01800 -5.80970 14.06953 0.519 0.583 -0.173 -0.5131
H 16.85586 -6.64485 14.50824 -0.079 0.245 0.443 0.0250
H 17.56322 -5.31791 14.68362 0.309 0.258 0.109 0.3743
O 15.75483 -10.30015 9.28899 -1.108 -6.004 -1.237 -0.6903
H 15.68699 -9.49737 9.80586 0.385 -2.084 0.275 1.2722
H 15.04764 -10.85639 9.61567 0.435 -0.515 -0.389 -0.1289
C 14.50607 -7.68797 8.29945 -0.002 -0.054 -1.825 -0.6158
C 15.60788 -6.63908 8.56255 -0.540 0.169 1.243 -0.4698
C 15.44374 -5.98804 9.92947 -0.085 1.377 0.360 -1.0766
O 16.87996 -7.24912 8.64429 -1.705 0.995 -0.552 -0.8589
H 14.47723 -8.57578 8.93116 -0.382 1.077 -0.642 -0.4821
H 14.73398 -8.11076 7.32098 -0.211 0.025 -0.367 0.4712
H 13.49690 -7.27964 8.24521 0.089 0.335 0.096 0.5373
H 15.72510 -5.90392 7.76637 -0.867 0.260 -0.043 0.6426
H 14.57559 -5.33048 9.97451 -0.188 -0.202 -0.015 0.7472
H 16.29946 -5.37467 10.21164 -0.489 0.415 -0.667 0.6567
H 15.43574 -6.66843 10.78100 -0.696 0.575 -0.973 0.2624
H 17.02913 -7.65843 7.78884 0.173 -0.958 -0.097 0.5609
C 16.71716 -12.28357 13.50451 -2.184 -1.240 1.638 -1.2106
C 18.12718 -12.37900 13.20481 2.002 2.357 -3.579 -0.3817
C 18.61761 -11.04659 12.55597 -0.255 -0.262 1.395 0.6396
O 18.97348 -12.62326 14.28994 -0.436 -0.802 0.216 -0.5549
H 15.98886 -12.27683 12.69356 0.667 0.733 -0.409 0.0891
H 16.51043 -11.52237 14.25681 0.496 -0.563 -0.721 0.9377
H 16.34242 -13.18820 13.98339 0.335 -0.558 0.502 0.7344
H 18.26194 -13.05004 12.35649 0.289 -0.963 0.305 0.4401
H 18.30407 -10.22111 13.19501 0.093 0.060 -0.012 -0.1555
H 18.25751 -10.85822 11.54456 0.040 -0.491 1.494 -1.5305
H 19.70268 -10.94312 12.55336 -0.156 -0.944 -0.048 0.7169
H 18.75130 -13.54021 14.46727 0.483 -0.291 0.802 0.4319
C 18.85546 -4.42115 8.90053 -0.814 0.653 0.200 -2.0017
C 18.51606 -5.46894 9.89712 0.602 -1.229 -1.151 1.2760
C 19.64391 -6.39640 10.12771 0.607 0.823 0.335 -1.3445
O 18.06132 -4.87699 11.09034 0.131 0.228 0.434 -0.6707
H 17.85096 -4.10989 8.61388 0.269 0.853 -0.680 0.5104
H 19.43919 -4.77580 8.05106 -0.182 -0.043 0.062 0.2916
H 19.37622 -3.61436 9.41629 0.055 0.192 -0.222 0.4054
H 17.75204 -6.12715 9.48343 0.503 1.151 0.210 -0.3661
H 20.22028 -6.70845 9.25677 -1.025 1.304 -0.249 1.1820
H 19.31422 -7.32161 10.60035 0.333 0.904 -0.766 0.0961
H 20.33844 -5.88119 10.79125 -0.288 0.042 -0.354 0.3363
H 17.60590 -5.61411 11.50365 -0.101 0.397 0.910 0.0278
C 12.19329 -9.61967 13.22831 -0.584 0.344 0.894 -0.0634
C 11.54478 -9.16370 14.52121 -2.131 -1.107 0.208 -0.2485
C 10.63815 -10.24865 15.22759 -1.326 0.038 -1.777 -1.3973
O 12.47798 -8.91861 15.48236 0.074 3.654 -0.197 -0.4050
H 13.14228 -10.04573 13.55388 -1.471 -0.077 -0.944 -0.7237
H 12.39868 -8.72755 12.63666 -0.028 -0.300 -0.477 0.0176
H 11.48258 -10.31604 12.78331 0.447 0.087 -0.532 0.7745
H 11.08606 -8.20387 14.28370 -0.763 -0.116 0.399 0.5084
H 9.89535 -9.82749 15.90506 0.369 0.236 0.233 0.3212
H 11.27663 -10.99196 15.70501 -1.314 0.911 -0.373 0.2133
H 10.04266 -10.85723 14.54707 -0.220 0.262 -0.581 0.4295
H 12.75232 -9.71943 15.93514 -3.037 1.216 -1.518 0.8521
C 18.70072 -10.42050 9.60051 1.097 -1.248 -0.266 -1.4967
C 18.32866 -9.20063 8.85333 -0.936 0.255 -0.985 1.7110
C 19.56243 -8.66648 8.15359 0.392 0.029 -0.316 -2.5868
O 17.20195 -9.40782 7.92394 4.863 0.706 -1.900 -0.9196
H 17.92472 -10.83111 10.24653 -0.207 -0.101 -1.584 0.4303
H 19.56047 -10.27427 10.25435 -0.002 0.663 0.104 0.2278
H 19.14234 -11.13131 8.90207 -0.609 -0.607 -0.150 0.5724
H 17.94003 -8.48590 9.57875 0.827 -0.268 -0.389 0.4664
H 20.00945 -9.35532 7.43681 -0.398 -0.348 -0.119 0.5609
H 20.34095 -8.51193 8.90066 -0.817 -0.749 -0.885 0.3365
H 19.47014 -7.70899 7.64095 -0.500 -0.028 -0.097 0.1452
H 16.60521 -9.98637 8.40433 -0.540 -1.026 -0.533 0.3009
C 14.38020 -6.61806 14.08293 1.303 -0.214 0.081 0.2232
C 13.88400 -5.22341 14.28481 -1.171 -1.382 -1.151 0.7206
C 13.57745 -4.67106 12.86777 -1.756 0.108 0.589 -1.5207
O 12.64080 -5.48343 14.98141 -0.184 1.638 -0.074 -0.6576
H 15.26586 -6.51635 13.45574 -0.426 -0.588 0.332 -1.3562
H 13.62944 -7.29524 13.67565 -0.092 0.471 -0.430 0.5148
H 14.60062 -7.07853 15.04598 0.498 0.041 0.190 0.4707
H 14.57921 -4.60118 14.84838 -0.150 0.047 0.087 0.2670
H 12.81157 -3.90049 12.95580 0.385 0.650 0.100 0.4992
H 12.96852 -5.41496 12.35404 0.247 -0.527 -0.084 0.3393
H 14.35367 -4.36742 12.16535 0.397 0.028 0.676 0.2383
H 12.75975 -6.29413 15.48164 -0.064 -0.085 0.092 0.4038
C 21.66570 -8.16723 10.48571 1.452 0.891 1.105 -1.2583
C 21.30534 -7.63711 11.88235 -1.099 -1.446 -0.746 -0.0905
C 20.08673 -8.36262 12.36120 -1.650 1.711 0.058 0.8293
O 22.24118 -7.95951 12.80912 3.269 0.207 1.790 -0.6525
H 21.03548 -7.72452 9.71439 1.602 -0.880 1.135 0.5270
H 21.70249 -9.25637 10.50859 -0.113 -0.052 -0.270 0.1165
H 22.67945 -7.77603 10.39982 0.281 -0.257 -0.641 0.5448
H 21.26369 -6.55036 11.80920 0.048 -0.524 0.817 0.5377
H 19.22114 -8.00861 11.80124 1.410 -1.266 0.368 -0.0784
H 19.71137 -8.02326 13.32663 0.708 -0.136 0.600 -0.2933
H 20.21955 -9.44446 12.36939 0.166 0.714 -0.228 0.0563
H 22.33827 -8.90914 12.91108 -0.110 -0.072 -0.116 0.3918
C 13.73622 -11.82040 11.60624 -1.510 0.580 -1.688 0.9395
C 13.23423 -12.01393 10.16645 0.007 -1.634 0.381 -0.8945
C 12.70810 -10.71897 9.47114 -0.255 -0.892 -0.941 -0.9851
O 14.31206 -12.70097 9.45403 -0.166 1.117 -0.644 -0.5130
H 12.84921 -11.48811 12.14558 0.481 -0.204 0.238 0.1625
H 14.41536 -10.97415 11.50277 0.208 -0.969 0.441 -0.8517
H 14.10128 -12.76019 12.02055 0.272 0.287 -0.089 0.5630
H 12.45604 -12.77627 10.20337 -0.564 0.367 -0.050 0.6795
H 13.39909 -10.24942 8.77103 0.458 0.096 0.669 0.2960
H 12.22558 -9.99462 10.12733 0.535 -0.051 0.363 0.2653
H 11.92673 -10.94397 8.74525 -0.306 -0.608 0.168 0.5329
H 14.23647 -13.65401 9.54112 -0.254 0.127 0.132 0.3223
C 14.73570 -10.53842 17.73247 1.342 -0.948 -1.029 -1.7259
C 13.99854 -10.43315 16.42194 2.435 0.164 -0.369 0.0577
C 14.65795 -10.80102 15.07123 1.587 -0.840 1.091 -0.0104
O 12.75908 -11.09207 16.31955 1.269 -2.697 2.650 -0.5811
H 15.63850 -9.94547 17.58590 -0.183 0.170 0.336 0.1985
H 15.16878 -11.53787 17.77298 -0.222 -0.336 0.825 0.3940
H 14.23677 -10.19360 18.63815 -0.277 -0.300 -0.299 0.3250
H 13.72558 -9.38010 16.35366 2.449 -0.178 1.085 0.3028
H 14.22722 -10.38114 14.16223 -0.011 -0.505 1.832 0.5387
H 14.75537 -11.87252 14.89663 -0.754 -0.269 0.478 0.6046
H 15.69485 -10.48042 14.97051 -1.399 -0.731 0.984 -1.6861
H 12.96233 -12.01307 16.49861 -0.282 -0.430 -0.023 0.5005
C 15.52131 -9.50886 12.76201 -0.640 2.117 -0.099 1.4504
C 15.75841 -8.37089 11.78673 2.469 -0.504 0.765 -0.0002
C 17.31293 -7.99442 11.74373 -2.672 0.028 -0.163 1.7946
O 15.29946 -8.69808 10.52456 -1.462 3.797 3.631 -1.4519
H 15.50465 -8.91600 13.67651 -0.945 -0.501 -1.161 0.2192
H 16.33362 -10.21729 12.92439 -0.679 0.290 -1.383 -0.8205
H 14.55182 -10.00334 12.70132 0.972 0.849 -0.688 -0.1711
H 15.21629 -7.46923 12.07172 0.032 -0.643 0.378 -0.6987
H 17.99348 -8.81274 11.50857 -1.186 -0.228 0.586 -0.2189
H 17.53808 -7.45279 12.66244 0.317 -0.429 -0.132 0.4596
H 17.49761 -7.29874 10.92518 -0.499 -0.083 0.209 -0.2766
H 15.83588 -8.23668 9.87573 0.450 1.679 -0.167 -0.9633
C 16.76914 -8.98988 14.97755 1.122 0.964 0.667 3.0343
C 17.57110 -9.19443 16.21959 0.934 -0.428 -0.327 -0.8766
C 19.07869 -9.23531 16.00245 0.292 0.707 0.624 -1.7984
O 17.27705 -8.15075 17.14651 0.034 -0.038 -0.187 -0.6919
H 15.69934 -8.89049 15.16130 0.564 0.368 0.760 -0.5896
H 16.88371 -9.78602 14.24192 0.878 0.715 1.213 -0.5971
H 17.01504 -8.06869 14.44930 0.709 -0.536 0.238 -0.5596
H 17.29224 -10.12732 16.70955 -0.021 -0.398 -0.212 0.3198
H 19.42388 -8.40029 15.39277 -0.115 0.236 0.158 0.4023
H 19.58505 -10.10736 15.58867 -0.787 -0.380 -0.051 0.2523
H 19.45203 -9.10542 17.01825 0.476 0.088 -0.066 0.5061
H 16.33722 -8.30278 17.26990 -0.265 0.701 0.510 0.4277

9
Properties=species:S:1:pos:R:3:forces:R:3:mulliken_charge:R:1 method="wB97M-V/def2-TZVPD" e_homo_ev=-10.7 fmax_ev_per_a=3.023
Cl 1.17304 2.19232 -0.09375 0.435 -0.058 -0.118 -0.2191
Si -0.72112 2.37926 -0.79906 -0.276 -0.077 2.884 0.6288
Cl -1.22972 0.64164 -1.66821 -0.317 -0.242 -0.082 -0.1650
Cl -0.85754 3.87069 -2.07150 -0.138 1.049 -1.030 -0.1639
H -1.44765 2.78885 0.53963 0.294 -0.687 -1.657 -0.0909
C -0.18644 -1.29194 1.66943 1.460 -0.792 -1.587 -0.3736
C 0.37618 -2.02910 0.87649 -1.620 1.405 2.130 -0.3988
H -0.49271 -0.48150 2.29335 -0.186 -0.221 0.004 0.3878
H 0.74569 -2.83121 0.31282 0.348 -0.377 -0.545 0.3947

Energy above the lowest of the compared OMol25 structures with the same formula, charge and spin
In order: 16.7; 115.9; 426.8; 44.9
Unit: kcal per mole
Gap between HOMO and LUMO
In order: 8.891; 9.155; 8.885; 11.334
Unit: eV